Below is a structure of composition C42H58BrN3O4Re at a distorted geometry, with properties calculated with ωB97M-V/def2-TZVPD.

HOMO level (alpha / beta) = -7.677 / -7.887 eV
LUMO (alpha / beta) = 0.18 / -1.17 eV
Relative energy (zero: lowest compared OMol25 entry of this formula, charge and spin) = 61.3 kJ/mol

```
! wB97M-V def2-TZVPD RIJCOSX def2/J DEFGRID3
* xyz 0 4
H -3.87 1.61 3.50
C 3.61 0.72 3.81
H -3.93 -1.80 -5.66
H -4.07 -0.05 -5.74
C 4.33 1.62 0.39
C 3.96 2.52 -0.60
H -0.93 1.18 -3.89
H 5.32 4.88 -0.58
H -3.69 0.53 2.10
H 5.34 1.27 0.41
H 6.01 0.77 2.47
H 5.70 -0.82 3.15
C -3.60 -4.02 -2.02
H 4.14 1.66 3.97
O -0.81 -1.08 2.97
H -1.52 0.47 -7.28
C 3.18 -1.19 2.25
Re -0.50 0.18 1.36
H 6.76 2.80 -0.55
H 3.98 5.02 -1.71
C 0.31 2.99 0.30
H -1.13 -1.98 -7.09
H -2.93 -4.40 -2.78
O 1.19 1.12 2.15
H -2.74 1.71 -0.23
C 1.73 2.48 0.31
C 2.11 1.56 1.32
H 6.34 1.42 -1.58
H 5.07 2.96 -3.81
C -0.81 -2.37 3.10
C -2.38 2.78 1.61
H -0.39 0.64 -5.94
C -2.95 -2.44 6.21
C -2.92 -2.97 -1.13
H -3.15 -5.68 5.35
H -4.77 -2.14 -0.38
Br -3.62 -1.20 7.50
H 3.41 3.08 -3.24
C -2.12 -1.97 5.21
H -3.46 2.98 1.67
H -4.19 -3.56 0.51
H 2.11 -1.06 2.41
C -2.05 2.46 0.15
H -1.17 -2.96 0.19
H 4.27 1.55 -3.10
H 0.56 1.26 -1.54
C -2.49 -1.73 -1.90
C -2.00 -0.66 -4.04
H -2.88 0.15 3.61
H -3.41 -2.00 0.74
H 0.22 3.81 -0.42
H -1.87 3.71 1.91
H -2.16 3.37 -0.46
C 6.33 2.50 -1.50
C -2.53 -1.70 -3.28
H 3.54 -1.90 2.98
H -4.49 -3.61 -2.50
H 0.09 3.37 1.30
N -0.68 1.93 -0.02
O -1.96 -0.56 0.11
C -1.29 2.21 3.68
C 4.96 4.58 -1.56
C -1.39 0.37 -3.36
H -1.71 -4.85 3.51
C 3.92 0.14 2.42
H -1.86 -4.56 -0.09
C 0.77 -0.82 0.12
C 4.91 3.04 -1.66
H -1.92 2.91 4.26
C 2.64 2.94 -0.61
C 3.46 1.13 1.36
C -1.44 0.54 -6.20
H 2.29 3.65 -1.36
H -3.97 -4.11 7.07
H -0.99 1.39 4.33
H 3.32 -1.59 1.26
C -1.33 0.41 -1.97
N 1.45 -1.30 -0.67
H 5.63 4.98 -2.31
H -0.67 2.43 -2.06
C -2.03 -0.73 -5.56
N -1.99 1.69 2.52
C -1.67 -2.85 4.24
C -3.47 -0.90 -6.05
H 2.54 0.90 3.90
H -2.98 -2.53 -3.80
C -2.05 -4.19 4.28
H -0.91 -3.76 -1.35
H 5.70 -0.61 1.41
C -1.17 -1.93 -6.00
H -0.16 -1.82 -5.63
H 6.96 2.91 -2.29
C -0.49 1.55 -1.43
H -3.91 -4.86 -1.40
C -3.33 -3.76 6.28
C -3.18 0.96 2.95
C -1.63 -3.60 -0.56
C 5.43 -0.14 2.35
H -1.99 1.42 -5.86
H 3.90 0.01 4.58
C -2.87 -4.64 5.31
C -3.89 -2.64 0.01
C -1.91 -0.62 -1.20
H -1.81 -0.94 5.19
H -0.37 2.72 3.38
H -3.48 -0.95 -7.14
H -1.57 -2.86 -5.63
O -0.21 -3.13 2.37
C 4.38 2.63 -3.04
*
```

Below is the molecule C11H15N at a distorted geometry, with properties calculated with ωB97M-V/def2-TZVPD.

HOMO level = -7.922 eV
LUMO = 0.98 eV
Structure (SMILES) = C[C@H]1Cc2ccccc2CN1C
Relative energy (zero: lowest compared OMol25 entry of this formula, charge and spin) = 259.4 kJ/mol

```
! wB97M-V def2-TZVPD RIJCOSX def2/J DEFGRID3
* xyz 0 1
H 1.99 2.29 -0.55
H -1.60 2.79 0.65
H -3.69 -0.66 -1.01
H -1.70 -0.71 1.26
H -4.08 -0.45 0.66
C 0.68 -0.93 -0.19
H -0.96 -2.08 -1.33
N -1.61 0.82 -0.09
C -1.86 -0.60 0.22
C 0.71 0.36 -0.58
H 3.88 1.23 0.21
C -3.28 -0.97 -0.02
H 3.88 -1.13 1.12
C -1.61 1.76 1.01
H -3.36 -1.99 0.25
C -0.67 -1.60 -0.33
H -0.77 1.57 1.75
C 3.06 0.60 0.10
C -0.54 1.14 -0.97
C 3.10 -0.68 0.46
C 1.85 1.25 -0.38
C 1.91 -1.41 0.30
H -0.38 2.21 -0.80
H -0.70 -2.40 0.48
H -0.92 0.75 -1.88
H -2.54 1.73 1.55
H 2.13 -2.44 0.54
*
```

Below is a cluster of 3 separate species, C17H28N3O7 in total at a distorted geometry, with properties calculated with ωB97M-V/def2-TZVPD.

HOMO level = -12.413 eV
LUMO = -3.10 eV

```
! wB97M-V def2-TZVPD RIJCOSX def2/J DEFGRID3
* xyz 1 1
H 6.65 -0.26 2.36
H -6.03 -2.62 4.13
C -0.38 -1.45 -3.55
O -5.54 -2.08 -0.05
H 2.14 0.12 -0.54
C 2.26 0.70 -1.49
H -3.67 -0.16 3.82
H 6.41 -0.63 -0.10
H 0.14 1.89 0.00
H 3.57 1.65 -4.33
H -0.24 3.00 -1.36
C 1.70 2.17 -3.09
H -3.93 0.14 -1.68
O 6.75 1.55 1.41
N 3.28 0.60 -2.41
H -4.36 -2.52 3.53
C -5.53 -1.88 1.13
C 5.55 -0.35 0.51
C 2.94 1.52 -3.43
N 1.30 1.60 -1.84
C -1.09 0.96 -1.67
C 6.53 2.47 2.40
C -3.41 -0.84 -1.91
H -2.06 1.47 -1.37
H 4.48 0.26 3.29
C -4.73 0.11 3.93
H -0.61 -0.50 -4.11
O -5.26 -0.67 1.69
H -1.04 1.04 -2.79
C -2.29 -1.03 -0.82
H -2.61 -0.74 0.23
H 4.06 -0.05 -2.31
H 4.91 0.29 -0.11
C -5.41 -2.25 3.33
O -5.79 -2.82 2.08
C -5.61 -0.78 3.08
C 4.88 0.97 2.56
C 0.05 1.94 -1.11
H -4.82 1.15 3.61
H -3.02 -0.84 -2.97
C -0.22 -1.30 -2.00
O 0.60 -2.03 -1.45
H 4.06 1.36 1.95
H -4.17 -1.67 -1.75
H 5.00 -1.26 0.77
C 6.00 0.39 1.75
O 5.51 2.07 3.21
H -1.12 -2.28 -3.73
H -2.09 -2.15 -0.75
H -6.66 -0.49 3.19
N -0.97 -0.40 -1.13
H 0.61 -1.83 -3.95
H -5.00 0.05 4.98
O 7.14 3.48 2.53
H 1.14 2.93 -3.68
*
```

Below is the ion C4H10S with charge +1 at a distorted geometry, with properties calculated with ωB97M-V/def2-TZVPD.

HOMO level (alpha / beta) = -15.376 / -15.363 eV
LUMO (alpha / beta) = -4.01 / -9.18 eV
Relative energy (zero: lowest compared OMol25 entry of this formula, charge and spin) = 7.6 kJ/mol

```
! wB97M-V def2-TZVPD RIJCOSX def2/J DEFGRID3
* xyz 1 2
H -1.10 0.41 -1.33
C 0.91 1.30 -1.20
S -1.44 -0.98 1.42
H -2.28 0.00 1.07
H 2.03 -0.50 -1.52
H 2.71 0.57 -0.17
H 0.78 -0.64 0.87
C 2.21 0.50 -1.13
H 0.08 -1.44 -0.50
H 0.65 1.45 -2.25
C -0.35 0.66 -0.58
H 1.04 2.33 -0.88
H 2.90 0.91 -1.87
H -0.81 1.37 0.13
C -0.09 -0.63 0.21
*
```

Below is the ion C9H14NO with charge +1 at a distorted geometry, with properties calculated with ωB97M-V/def2-TZVPD.

HOMO level (alpha / beta) = -11.946 / -11.946 eV
LUMO (alpha / beta) = -4.96 / -4.96 eV
Relative energy (zero: lowest compared OMol25 entry of this formula, charge and spin) = 621.5 kJ/mol

```
! wB97M-V def2-TZVPD RIJCOSX def2/J DEFGRID3
* xyz 1 1
H 0.18 -3.22 1.44
H -1.94 -1.88 1.65
H -2.15 3.31 0.45
H -0.82 3.32 1.51
C -0.95 -1.40 1.83
C 1.42 -2.41 -0.92
H 0.07 4.12 -1.93
H 1.57 -3.37 -0.57
H 1.51 3.15 -1.88
C 0.10 -0.42 -0.64
H 0.14 2.55 -2.98
H 1.18 -2.23 -1.95
C 0.25 -2.07 1.29
C -0.52 0.36 0.29
C -0.09 2.22 -1.09
H -2.07 1.98 1.61
C 0.44 3.06 -2.09
H 1.16 -1.85 1.91
H 2.35 -1.92 -0.82
O -1.06 -0.04 1.58
N 0.30 -1.82 -0.23
H -0.74 -1.52 2.94
H -0.57 -2.30 -0.56
C -1.48 2.66 0.92
C -0.62 1.74 0.02
*
```

Below is a cluster of 2 separate species, C5H11NO in total at a distorted geometry, with properties calculated with ωB97M-V/def2-TZVPD.

HOMO level = -7.570 eV
LUMO = -3.38 eV
Relative energy (zero: lowest compared OMol25 entry of this formula, charge and spin) = 722.3 kJ/mol

```
! wB97M-V def2-TZVPD RIJCOSX def2/J DEFGRID3
* xyz 0 1
H -1.58 -1.46 1.56
H -0.14 -0.54 -1.75
O -2.82 0.47 -0.74
H 0.60 -0.55 1.20
H -0.58 1.63 -0.76
C -1.38 -0.72 0.79
C -0.15 1.38 0.21
H -3.49 -0.60 0.82
H 0.80 1.91 0.29
C -0.06 -0.13 0.44
C -2.61 -0.24 0.23
H -0.83 1.83 0.94
H 3.66 0.76 -0.21
N 2.88 0.10 -0.21
H 3.30 -0.83 -0.15
H 0.38 -1.87 -0.89
H 1.56 -0.37 -0.90
C 0.45 -0.77 -0.86
*
```

Below is the molecule C2H4ClNS2 at a distorted geometry, with properties calculated with ωB97M-V/def2-TZVPD.

HOMO level = -8.805 eV
LUMO = 0.32 eV
Structure (SMILES) = S=C(CCl)NS
Relative energy (zero: lowest compared OMol25 entry of this formula, charge and spin) = 18.5 kJ/mol

```
! wB97M-V def2-TZVPD RIJCOSX def2/J DEFGRID3
* xyz 0 1
H 1.49 1.23 -1.04
S -1.39 1.64 -0.05
H 0.18 -1.65 -0.01
H -2.59 -0.61 0.73
Cl 2.37 -0.65 -0.03
S -2.05 -1.55 -0.11
C -0.21 0.45 -0.08
C 1.25 0.70 -0.13
H 1.47 1.36 0.74
N -0.53 -0.90 -0.02
*
```

Below is a structure of composition C4H26AgCsO15P at a distorted geometry, with properties calculated with ωB97M-V/def2-TZVPD.

HOMO level (alpha / beta) = -9.286 / -9.284 eV
LUMO (alpha / beta) = -3.30 / -5.14 eV
Relative energy (zero: lowest compared OMol25 entry of this formula, charge and spin) = 0.0 kJ/mol

```
! wB97M-V def2-TZVPD RIJCOSX def2/J DEFGRID3
* xyz 0 2
H 0.00 -2.69 1.20
H -2.22 3.65 -2.52
H 0.08 1.43 2.06
C -1.66 3.09 -1.76
O 1.94 -1.39 -1.22
C -2.36 -0.14 2.43
H 0.87 -3.88 1.72
H -0.62 -0.71 1.83
O 0.82 0.87 -0.70
H 0.71 2.46 -0.93
O 0.00 -3.48 1.80
H -2.89 0.28 -1.94
H -2.55 0.01 1.36
H -2.11 3.32 -0.78
H -2.08 -2.74 2.12
O 1.69 -0.92 3.49
O -3.01 -2.49 2.09
H 0.82 -0.51 3.38
O 2.32 -0.55 0.91
H 0.33 0.21 -2.82
O 4.48 -0.03 -2.19
H 2.35 -2.50 -2.94
H 3.64 -0.36 -1.85
H -0.03 3.56 -2.85
O 0.11 2.38 1.89
O -3.37 -0.29 -1.31
H -2.66 0.77 2.94
H 2.60 -3.87 -2.33
H -0.54 4.94 -1.77
C -0.32 3.88 -1.84
H 0.72 -1.22 -2.52
P 1.20 -0.50 -0.16
H -4.25 -0.88 2.68
H -3.13 -1.58 3.86
H 5.16 -0.47 -1.66
Ag 3.41 -2.22 0.13
O 2.50 -3.42 -3.17
O -0.97 -0.36 2.69
H 0.52 2.47 1.02
O -1.58 1.76 -2.15
H 2.11 -0.89 2.61
Cs 3.64 2.00 0.58
C -3.26 -1.31 2.81
O -0.01 -1.27 0.39
H -2.71 -0.57 -0.67
H -0.87 1.35 -1.62
O 0.72 3.43 -0.97
O 0.48 -0.63 -3.24
*
```

Below is a structure of composition C10H19MgN2O6 at a distorted geometry, with properties calculated with ωB97M-V/def2-TZVPD.

HOMO level = -11.036 eV
LUMO = -8.90 eV

```
! wB97M-V def2-TZVPD RIJCOSX def2/J DEFGRID3
* xyz 1 1
H 3.12 -0.60 -0.73
N -1.74 -0.74 -1.98
C 3.62 1.63 -0.09
H -3.67 -0.86 1.81
C 5.09 -0.63 0.50
H 5.32 -1.76 0.21
H -1.01 1.89 1.43
H -0.57 2.26 -0.99
H -2.42 -1.94 -0.29
O 2.43 2.37 -0.65
C 4.05 0.10 -0.57
C -1.67 -1.05 -0.50
H -2.79 -2.66 -2.52
H -0.91 -2.80 -2.16
C -2.56 -0.46 1.92
H -0.59 -1.45 -0.19
H -0.88 -0.26 -2.33
H -1.89 -1.36 2.26
O 4.44 2.19 0.84
H 4.65 -0.63 1.60
O -3.39 2.55 0.58
H -1.58 -2.01 -3.81
C -3.23 1.19 -0.03
O -4.15 0.85 -0.95
C -2.00 0.22 0.49
H -3.24 -0.88 4.07
H 4.65 0.21 -1.59
C 1.32 2.35 0.34
O -2.61 0.57 3.01
H 0.53 0.62 -0.92
N -0.77 1.02 0.90
Mg -1.95 -4.29 -3.41
H 6.16 -0.10 0.53
O -2.76 -0.01 4.17
C 0.03 1.49 -0.30
C -1.74 -2.13 -2.65
H 1.01 3.41 0.72
H 1.71 1.68 1.24
*
```

Below is the ion C12H26NO2 with charge +1 at a distorted geometry, with properties calculated with ωB97M-V/def2-TZVPD.

HOMO level = -13.242 eV
LUMO = -2.65 eV
Structure (SMILES) = C[C@H]1CC[N@H+](CCCO)[C@@H](C[C@@H](C)O)C1

```
! wB97M-V def2-TZVPD RIJCOSX def2/J DEFGRID3
* xyz 1 1
H 1.99 1.09 -0.16
C 3.77 0.59 2.40
C 3.10 -0.37 1.20
O -2.58 0.62 -3.62
N 0.86 -0.76 -0.17
C -0.37 0.10 -2.37
H 0.15 2.97 -3.05
H 0.10 -1.12 2.78
H -0.50 2.23 -4.76
H -2.02 -1.54 -0.64
C -0.78 2.51 -3.65
C -3.25 -1.09 2.04
H -3.66 -0.24 2.76
O 3.07 1.88 2.55
H -3.20 -2.14 2.57
H -2.12 0.37 -4.48
H 3.04 -1.44 1.66
H 0.69 0.40 -2.79
H 1.43 -1.10 -0.99
H -1.57 0.53 1.89
H 1.00 0.73 1.41
H -0.68 -0.97 -2.80
C -1.79 -0.48 -0.17
H -0.23 1.19 -0.37
H -2.02 1.76 -1.89
H 3.67 0.00 3.43
C -1.48 1.25 -2.82
H -0.96 -2.61 2.32
H 3.90 -0.41 0.32
H -3.99 -1.21 1.12
H 1.31 -2.62 1.05
C -0.54 -1.58 1.89
H 3.15 2.08 3.54
C -0.34 0.05 -0.72
H -0.12 -2.71 -0.17
H 4.91 0.81 2.21
H -2.69 0.21 -0.50
H -1.61 3.37 -3.73
C 1.70 0.23 0.61
C -1.76 -0.57 1.49
C 0.43 -1.99 0.60
*
```

Below is a cluster of 8 separate species, C5H28FN12O5 in total at a distorted geometry, with properties calculated with ωB97M-V/def2-TZVPD.

HOMO level = -11.813 eV
LUMO = -4.31 eV

```
! wB97M-V def2-TZVPD RIJCOSX def2/J DEFGRID3
* xyz 1 1
H -1.51 -1.03 -3.15
O 0.63 -1.35 3.20
N 2.97 0.10 -1.32
H 2.40 0.61 1.67
C 1.99 3.15 -0.82
H -5.01 1.57 -0.32
H -2.50 -2.43 3.44
N -4.68 2.13 0.45
O 2.08 -1.81 -2.26
H -3.01 -1.97 -0.35
N -2.73 -1.51 0.50
O -3.04 2.50 1.88
N -2.71 1.55 -0.09
H -0.79 -2.68 -1.36
H 0.92 -2.79 -1.20
H 3.71 0.63 -0.88
H 4.45 -2.07 -2.96
H -1.11 0.08 -2.05
H 0.79 0.09 1.33
N 1.02 2.62 -1.51
H -5.30 2.36 1.22
N 2.45 -0.42 3.91
O -3.76 -3.10 1.60
H 2.01 0.35 -1.16
C -3.41 2.15 0.79
H 0.02 -1.85 -0.22
O 2.59 4.15 -1.29
H 3.31 -0.01 3.57
H -0.10 -3.52 -0.15
C -2.96 -2.23 1.58
H -1.92 -0.93 0.41
H 4.81 -0.55 -1.95
H 0.55 1.82 -1.11
N 4.26 -1.31 -2.32
H -3.25 1.14 -0.84
H 2.30 -0.70 4.87
N 1.59 0.07 1.94
F -0.18 0.23 -0.42
H 0.77 3.08 -2.37
H 1.26 2.20 0.67
H -1.47 -1.31 2.69
H 2.80 3.13 0.92
N -1.08 -0.12 -3.04
N -2.28 -1.91 2.61
C 3.03 -1.06 -2.01
H -1.77 1.20 -0.01
C 1.49 -0.58 3.08
N 2.12 2.63 0.37
H -1.64 0.62 -3.45
N 0.01 -2.71 -0.75
H -0.12 -0.16 -3.34
*
```